# C6H10O

The molecule C6H10O in a non-equilibrium geometry (ωB97M-V with the def2-TZVPD basis set, the Open Molecules 2025 dataset).

* electronic energy: -309.726407 a.u.
* multiplicity: 1
* lowest unoccupied orbital energy: 1.0 eV
* Kohn-Sham gap: 10.608 eV
* HOMO level: -9.58 eV
* structure (SMILES): CC[C@@H](O)C1C=C1

Geometry as XYZ:
```
17
Properties=species:S:1:pos:R:3:forces:R:3:lowdin_charge:R:1
C -1.8375 -0.2814 -1.0456 -0.5 -0.9 1.3 -0.01
H 0.2146 -0.1760 1.7311 0.0 0.1 0.0 0.15
H 1.6060 1.5851 0.6400 -0.1 -0.1 -0.1 0.11
C 1.1531 0.7803 0.0479 -0.1 0.0 0.0 -0.21
H 0.8347 1.2337 -0.9019 0.0 0.0 0.1 0.11
H 1.7770 -1.0948 -0.8864 0.1 0.1 0.1 0.07
H -1.4788 1.5423 0.0986 2.1 -0.5 4.7 0.22
H -3.2628 -0.9073 0.6121 -0.2 -0.1 0.3 0.10
H 3.0810 0.0816 -0.6924 -0.2 0.0 0.1 0.07
C 2.1784 -0.3220 -0.2204 0.0 -0.1 0.0 -0.11
H -2.0041 -0.1237 -2.0668 -0.1 0.4 -1.1 0.08
C -2.3681 -0.6673 0.0835 -0.3 0.2 -1.0 0.01
H 2.4857 -0.8122 0.7115 -0.1 0.1 -0.1 0.08
C -0.9062 -0.7621 0.0187 0.9 0.4 0.3 -0.24
H -0.4457 -1.7444 -0.0580 0.1 0.0 0.0 0.12
C -0.0976 0.2980 0.7900 0.5 -0.6 0.2 -0.45
O -0.9297 1.3702 1.1381 -2.3 1.0 -4.8 -0.10
```
Forces are in eV/Å.